Formula: C44H37CuN4O2
Source: OMol25
Level of theory: the ωB97M-V functional and the def2-TZVPD basis

orbital gap (spin up / spin down) = 0.254 / 0.269 hartree
LUMO level (spin up / spin down) = 2.30 / 2.30 eV
total energy = -100927.2959 eV
highest occupied orbital energy (spin up / spin down) = -4.61 / -5.02 eV

The geometry in ORCA input format:
```
! wB97M-V def2-TZVPD RIJCOSX def2/J DEFGRID3
* xyz -1 2
Cu -0.2397 -0.0941 0.6855
C 2.8340 0.3320 3.1653
C 2.7168 -1.1493 2.9713
C 3.8546 -1.9446 3.0604
C 3.7787 -3.3225 2.9531
C 2.5393 -3.9188 2.7998
C 1.3799 -3.1573 2.7114
C 0.0471 -3.8460 2.6610
C 1.4715 -1.7537 2.7374
N 0.3023 -0.9741 2.5094
C -0.6406 -1.0434 3.4468
O -0.5805 -1.5265 4.5844
C -1.9750 -0.5209 2.9611
C -3.1351 -0.5000 3.7222
C -4.3051 -0.0715 3.1116
C -4.3000 0.3319 1.7810
C -3.0954 0.2950 1.0988
N -1.9950 -0.1352 1.6990
C -2.9044 0.7854 -0.3254
O -3.9091 1.1756 -0.9462
N -1.6360 0.7168 -0.7251
C -1.2640 1.4183 -1.8969
C -1.3113 2.8272 -1.9194
C -1.8205 3.6048 -0.7404
C -0.8726 3.5056 -3.0487
C -0.4071 2.8219 -4.1603
C -0.3610 1.4400 -4.1295
C -0.7696 0.7271 -3.0067
C -0.6483 -0.7680 -2.9894
H 3.7829 0.5742 3.6459
H 2.0185 0.6987 3.7897
H 2.7747 0.8679 2.2186
H 4.8138 -1.4662 3.2276
H 4.6756 -3.9278 3.0132
H 2.4605 -5.0003 2.7573
H 0.1641 -4.8855 2.3477
H -0.6333 -3.3455 1.9776
H -0.4123 -3.8291 3.6524
H -3.0952 -0.8233 4.7528
H -5.2291 -0.0477 3.6773
H -5.1868 0.6780 1.2691
H -1.3984 3.2108 0.1870
H -2.9065 3.5326 -0.6690
H -1.5439 4.6570 -0.8292
H -0.8994 4.5907 -3.0507
H -0.0719 3.3632 -5.0372
H 0.0252 0.8913 -4.9819
H -0.2696 -1.1273 -3.9469
H -1.6089 -1.2491 -2.7958
H 0.0398 -1.0961 -2.2053
N -0.9581 -2.2710 -0.1939
C -2.0400 -2.5555 -0.4534
C -3.3931 -2.9282 -0.7545
C -3.8851 -4.1294 -0.2421
C -5.1941 -4.4929 -0.5057
C -6.0048 -3.6608 -1.2674
C -5.5106 -2.4644 -1.7650
C -4.2002 -2.0855 -1.5150
H -3.2419 -4.7600 0.3571
H -5.5812 -5.4230 -0.1111
H -7.0303 -3.9454 -1.4672
H -6.1435 -1.8052 -2.3442
H -3.8349 -1.1369 -1.8816
C 4.3008 5.1680 -0.6745
C 4.6975 3.8550 -0.4515
C 3.7681 2.8923 -0.0926
C 2.4176 3.2172 0.0444
C 2.0365 4.5443 -0.1600
C 2.9640 5.5101 -0.5226
C 1.3963 2.2171 0.4324
C 1.2845 0.9496 0.0177
C 2.1898 0.3707 -0.9950
C 2.8560 -0.8265 -0.7194
C 3.7025 -1.4007 -1.6572
C 3.8730 -0.8072 -2.9009
C 3.1908 0.3674 -3.1963
C 2.3629 0.9535 -2.2537
H 5.0276 5.9201 -0.9574
H 5.7405 3.5807 -0.5572
H 4.0836 1.8701 0.0797
H 0.9919 4.8132 -0.0455
H 2.6439 6.5322 -0.6889
H 0.6637 2.6022 1.1428
H 2.7082 -1.3011 0.2458
H 4.2206 -2.3230 -1.4193
H 4.5241 -1.2628 -3.6380
H 3.3000 0.8308 -4.1706
H 1.8198 1.8632 -2.4899
*
```

Atom charges from the Löwdin analysis, given in e for atoms 1 to 8: 0.55, -0.03, -0.22, -0.07, -0.11, -0.07, -0.20, -0.05

---

Formula: C44H37NO6PS7W
Source: OMol25
Level of theory: the ωB97M-V functional and the def2-TZVPD basis

orbital gap (spin up / spin down) = 0.246 / 0.246 hartree
LUMO level (spin up / spin down) = 2.27 / 1.70 eV
total energy = -146968.4655 eV
highest occupied orbital energy (spin up / spin down) = -4.42 / -5.00 eV

The geometry in ORCA input format:
```
! wB97M-V def2-TZVPD RIJCOSX def2/J DEFGRID3
* xyz -1 3
W -0.0748 0.5715 1.1325
O 1.0450 3.5641 2.8896
S 0.6904 2.5060 3.8015
O -0.0434 2.8753 4.9773
O 0.0268 1.3451 3.1122
C 2.2664 1.8819 4.3808
C 2.6454 2.2689 5.6547
C 3.9209 1.9848 6.1274
C 4.8265 1.3193 5.3235
C 4.4481 0.9017 4.0542
C 3.1729 1.1721 3.5854
S 2.7045 0.3138 2.0994
O 3.9094 -0.1760 1.4941
O 1.7215 -0.6622 2.5432
O 1.9617 1.2606 1.1847
H 1.9274 2.8069 6.2575
H 4.2043 2.2939 7.1255
H 5.8237 1.1035 5.6852
H 5.1251 0.3468 3.4204
C -2.7649 0.6070 -1.6230
C -1.9756 0.0383 -2.7604
C -2.6487 -0.3874 -3.9046
C -1.9693 -0.8051 -5.0355
C -0.5826 -0.7894 -5.0461
C 0.1020 -0.3891 -3.9113
C -0.5767 -0.0062 -2.7540
P 0.3964 0.6450 -1.3337
C 2.1201 0.1562 -1.7184
C 3.1086 1.1188 -1.5124
C 4.4512 0.8083 -1.6384
C 4.8231 -0.4829 -1.9712
C 3.8489 -1.4430 -2.1864
C 2.4917 -1.1512 -2.0721
C 1.5089 -2.2448 -2.3965
C 0.2694 2.4058 -1.7397
C 0.6772 2.9598 -2.9547
C 0.3593 4.2679 -3.2564
C -0.3899 5.0148 -2.3460
C -0.7912 4.4597 -1.1474
C -0.4589 3.1397 -0.8116
C -0.8131 2.5475 0.5191
H -3.8277 0.4218 -1.7700
H -2.6144 1.6887 -1.5494
H -2.4644 0.1806 -0.6682
H -3.7323 -0.3700 -3.9013
H -2.5202 -1.1265 -5.9106
H -0.0335 -1.0928 -5.9285
H 1.1850 -0.3902 -3.9227
H 2.8218 2.1179 -1.2121
H 5.1997 1.5662 -1.4481
H 5.8699 -0.7468 -2.0565
H 4.1393 -2.4543 -2.4482
H 1.9283 -3.2148 -2.1313
H 1.2769 -2.2563 -3.4638
H 0.5657 -2.1287 -1.8714
H 1.2350 2.3599 -3.6649
H 0.6791 4.7050 -4.1936
H -0.6531 6.0400 -2.5778
H -1.3492 5.0556 -0.4347
H -1.8314 2.7978 0.8107
H -0.1761 3.0876 1.2369
N -0.4037 -1.2603 0.7147
C -0.4631 -2.5256 0.6325
C -1.5531 -3.2078 -0.1376
C -2.8536 -2.7280 -0.0635
C -3.8621 -3.3035 -0.8204
C -3.5730 -4.3639 -1.6686
C -2.2762 -4.8557 -1.7434
C -1.2732 -4.2896 -0.9719
C 0.5732 -3.4380 1.2132
C 0.1757 -4.5976 1.8774
C 1.1165 -5.4493 2.4349
C 2.4704 -5.1631 2.3141
C 2.8746 -4.0185 1.6416
C 1.9299 -3.1608 1.1007
H -3.0440 -1.9084 0.6158
H -4.8733 -2.9220 -0.7515
H -4.3583 -4.8104 -2.2657
H -2.0461 -5.6825 -2.4042
H -0.2618 -4.6746 -1.0283
H -0.8799 -4.8247 1.9667
H 0.7925 -6.3367 2.9641
H 3.2065 -5.8300 2.7462
H 3.9255 -3.7742 1.5488
H 2.2533 -2.2640 0.5947
C -3.6935 4.8245 0.9919
S -3.6197 3.6159 2.3365
C -4.4327 2.2591 1.5767
C -3.9846 0.9805 1.5983
S -2.5243 0.3892 2.3394
S -5.1781 -0.1759 1.0241
C -6.4191 0.9030 0.5338
S -7.8317 0.4286 -0.1776
S -6.0334 2.5323 0.9248
H -3.1010 5.6775 1.3208
H -4.7106 5.1575 0.7925
H -3.2541 4.4089 0.0857
*
```

Atom charges from the Löwdin analysis, given in e for atoms 1 to 8: 1.36, -0.30, 0.50, -0.29, -0.55, -0.21, -0.05, -0.07

---

Formula: C44H38As2PRe
Source: OMol25
Level of theory: the ωB97M-V functional and the def2-TZVPD basis

orbital gap (spin up / spin down) = 0.260 / 0.238 hartree
LUMO level (spin up / spin down) = -9.58 / -10.20 eV
total energy = -179313.7050 eV
highest occupied orbital energy (spin up / spin down) = -16.66 / -16.66 eV

The geometry in ORCA input format:
```
! wB97M-V def2-TZVPD RIJCOSX def2/J DEFGRID3
* xyz 3 2
Re -0.1468 0.0614 0.4224
C 2.0185 -1.2363 -4.8214
C 2.0280 -0.1039 -4.0178
C 1.7649 -0.2205 -2.6619
C 1.5055 -1.4830 -2.1168
C 1.5057 -2.6234 -2.9255
C 1.7573 -2.4914 -4.2795
P 1.1802 -1.5739 -0.3749
C 2.3257 -2.6254 0.4554
C 1.9923 -3.1837 1.6941
C 2.9144 -3.9782 2.3477
C 4.1616 -4.2105 1.7737
C 4.4912 -3.6562 0.5432
C 3.5732 -2.8667 -0.1303
C -0.5795 -2.0977 0.0272
C -0.9479 -3.4329 -0.1970
C -2.2324 -3.8401 0.1078
C -3.1803 -2.9582 0.6537
C -2.8557 -1.6420 0.9016
C -1.5622 -1.2295 0.5921
H 2.2222 -1.1436 -5.8800
H 2.2430 0.8656 -4.4464
H 1.7827 0.6641 -2.0320
H 1.3251 -3.6059 -2.5063
H 1.7578 -3.3669 -4.9145
H 1.0162 -3.0156 2.1344
H 2.6608 -4.4308 3.2974
H 4.8782 -4.8392 2.2858
H 5.4594 -3.8497 0.1018
H 3.8252 -2.4439 -1.0946
H -0.2307 -4.1378 -0.5963
H -2.5115 -4.8687 -0.0813
H -4.1752 -3.3181 0.8813
H -3.5707 -0.9464 1.3202
C 0.3854 3.1371 2.3417
C 0.0281 2.0488 3.3393
As 0.7570 0.3493 2.7099
C 0.2227 -0.9669 3.9831
C -1.1273 -1.0555 4.3163
C -1.5299 -1.9664 5.2801
C -0.5888 -2.7782 5.9035
C 0.7550 -2.6841 5.5666
C 1.1697 -1.7772 4.6013
C 2.6467 0.6211 2.7647
C 3.2481 0.8581 3.9999
C 4.6038 1.1439 4.0539
C 5.3515 1.2025 2.8837
C 4.7492 0.9758 1.6535
C 3.3942 0.6837 1.5913
As -0.1952 2.6180 0.5581
C -2.0915 2.3762 0.6026
C -2.6550 1.6665 -0.4664
C -4.0293 1.4564 -0.5101
C -4.8302 1.9602 0.5029
C -4.2704 2.6787 1.5602
C -2.9029 2.8833 1.6200
C 0.2896 3.9625 -0.6996
C -0.6703 4.4728 -1.5672
C -0.3113 5.5001 -2.4279
C 0.9853 5.9973 -2.4174
C 1.9378 5.4732 -1.5515
C 1.5966 4.4455 -0.6865
H 1.4662 3.2789 2.2847
H -0.0573 4.1055 2.5776
H -1.0478 1.9244 3.4571
H 0.4549 2.2489 4.3225
H -1.8655 -0.4185 3.8403
H -2.5737 -2.0360 5.5555
H -0.9049 -3.4807 6.6631
H 1.4840 -3.3087 6.0660
H 2.2187 -1.6975 4.3462
H 2.6730 0.8152 4.9176
H 5.0768 1.3221 5.0104
H 6.4085 1.4275 2.9324
H 5.3349 1.0238 0.7449
H 2.9351 0.4988 0.6249
H -2.0449 1.3610 -1.3155
H -4.4694 0.9274 -1.3450
H -5.9021 1.8166 0.4646
H -4.9103 3.0936 2.3278
H -2.4811 3.4585 2.4346
H -1.6861 4.0988 -1.5649
H -1.0478 5.9183 -3.1004
H 1.2552 6.8039 -3.0857
H 2.9440 5.8697 -1.5463
H 2.3418 4.0419 -0.0101
*
```

Atom charges from the Löwdin analysis, given in e for atoms 1 to 8: 0.88, -0.02, -0.04, -0.10, -0.38, -0.06, -0.03, 0.94

---

Formula: C44H38BrCrF4N4OP2S
Source: OMol25
Level of theory: the ωB97M-V functional and the def2-TZVPD basis

orbital gap (spin up / spin down) = 0.266 / 0.290 hartree
LUMO level (spin up / spin down) = -5.60 / -5.07 eV
total energy = -192987.7501 eV
highest occupied orbital energy (spin up / spin down) = -12.83 / -12.97 eV

The geometry in ORCA input format:
```
! wB97M-V def2-TZVPD RIJCOSX def2/J DEFGRID3
* xyz 2 4
Cr -0.7647 -0.3698 0.3463
F 3.0096 -1.2967 6.4889
C 2.6645 -1.3875 5.2230
C 3.3619 -2.2099 4.3590
F 4.3777 -2.9254 4.8005
C 2.9834 -2.2917 3.0271
F 3.6675 -3.1639 2.2908
C 1.9298 -1.5554 2.4886
P 1.4738 -1.6231 0.6948
C 2.8888 -1.0173 -0.2785
C 2.6425 -0.0422 -1.2390
C 3.6594 0.4440 -2.0472
C 4.9457 -0.0447 -1.9022
C 5.2038 -1.0363 -0.9636
C 4.1873 -1.5296 -0.1652
C 1.4504 -3.4209 0.3989
C 0.9768 -4.2998 1.3746
C 0.9798 -5.6673 1.1426
C 1.4402 -6.1666 -0.0723
C 1.8998 -5.2955 -1.0488
C 1.9113 -3.9262 -0.8136
C 1.2132 -0.7882 3.4110
Br -0.4085 0.0851 2.9739
C 1.5699 -0.6880 4.7417
F 0.8618 0.0562 5.5817
H 1.6412 0.3212 -1.3850
H 3.4373 1.1992 -2.7898
H 5.7460 0.3307 -2.5264
H 6.2028 -1.4389 -0.8613
H 4.4135 -2.3246 0.5231
H 0.6130 -3.9242 2.3227
H 0.6377 -6.3444 1.9148
H 1.4553 -7.2345 -0.2470
H 2.2729 -5.6801 -1.9889
H 2.2968 -3.2551 -1.5720
C -3.0893 5.3825 0.8767
C -3.4748 4.5014 -0.1276
C -2.6263 3.4761 -0.5149
C -1.3790 3.3277 0.0952
C -0.9958 4.2173 1.0963
C -1.8514 5.2393 1.4862
P -0.2722 1.9813 -0.4188
C 1.3915 2.6535 -0.1568
C 1.9900 3.5265 -1.0618
C 3.2629 4.0172 -0.8144
C 3.9459 3.6424 0.3354
C 3.3532 2.7771 1.2434
C 2.0816 2.2828 0.9958
C -0.5772 1.7589 -2.1793
C -0.6840 2.7948 -3.0764
C -0.8208 2.5305 -4.4504
C -0.8164 1.2373 -4.8975
C -0.7183 0.1502 -3.9985
C -0.6707 -1.1897 -4.4619
C -0.5496 -2.2134 -3.5720
C -0.5308 -1.9503 -2.1813
C -0.6099 -0.6798 -1.6712
C -0.6470 0.4060 -2.6067
H -3.7447 6.1938 1.1659
H -4.4282 4.6296 -0.6248
H -2.9189 2.8112 -1.3197
H -0.0200 4.1315 1.5590
H -1.5393 5.9361 2.2529
H 1.4769 3.8187 -1.9686
H 3.7237 4.6937 -1.5220
H 4.9398 4.0265 0.5230
H 3.8819 2.4841 2.1411
H 1.6278 1.5996 1.7047
H -0.6719 3.8222 -2.7314
H -0.9085 3.3515 -5.1488
H -0.8876 1.0273 -5.9578
H -0.7101 -1.3775 -5.5277
H -0.4762 -3.2367 -3.9206
H -0.4394 -2.8017 -1.5202
N -4.0910 -1.9524 -0.9850
N -3.3920 -3.1677 -1.0203
C -2.3836 -3.4848 -0.2238
N -1.7595 -4.6423 -0.4225
S -1.8933 -2.4787 1.0923
H -3.5147 -1.3066 -0.4536
H -4.9529 -2.1070 -0.4676
H -3.5895 -3.7268 -1.8376
H -2.0731 -5.3175 -1.1026
H -0.9446 -4.8618 0.1336
C -3.6065 2.1269 2.8757
N -4.3197 1.6085 1.7155
C -5.7366 1.9425 1.6113
C -3.7265 0.8854 0.7985
O -2.5334 0.5157 0.8378
H -3.7872 1.4980 3.7482
H -3.9635 3.1342 3.0798
H -2.5446 2.1755 2.6571
H -6.2723 1.5501 2.4747
H -6.1558 1.5114 0.7051
H -5.8516 3.0253 1.5786
H -4.3670 0.6040 -0.0426
*
```

Atom charges from the Löwdin analysis, given in e for atoms 1 to 8: 0.20, 0.18, -0.12, -0.12, 0.17, -0.20, 0.11, -0.27

---

Formula: C44H38CaNO4P2S4SbSe4
Source: OMol25
Level of theory: the ωB97M-V functional and the def2-TZVPD basis

orbital gap (spin up / spin down) = 0.194 / 0.200 hartree
LUMO level (spin up / spin down) = 3.24 / 3.55 eV
total energy = -404201.0867 eV
highest occupied orbital energy (spin up / spin down) = -2.04 / -1.88 eV

The geometry in ORCA input format:
```
! wB97M-V def2-TZVPD RIJCOSX def2/J DEFGRID3
* xyz -2 1
Ca -0.1489 0.1076 -0.0818
C -6.9071 -0.9987 -1.2625
O -7.0257 0.2616 -0.6412
C -5.8677 0.8135 -0.1522
C -6.0295 1.8845 0.7326
C -4.9064 2.4578 1.2821
C -3.6051 2.0674 0.9374
C -2.4743 2.7997 1.5530
C -2.5934 3.2153 3.0068
O -1.4594 3.0969 0.9406
C -3.4326 0.9953 0.0116
O -2.2951 0.5213 -0.3483
C -4.6105 0.3748 -0.4952
H -7.9211 -1.3627 -1.4208
H -6.3615 -1.7013 -0.6275
H -6.4018 -0.9274 -2.2307
H -7.0272 2.2133 0.9924
H -5.0375 3.2664 1.9908
H -3.4930 2.8503 3.4913
H -2.5081 4.3019 3.0874
H -1.7395 2.7889 3.5400
H -4.4567 -0.4620 -1.1625
C 3.6601 0.2364 -1.3806
N 4.4246 1.0373 -0.4567
C 4.0241 0.7246 0.8943
P 2.1493 0.7488 1.1810
C 2.0482 2.1362 2.4223
C 1.0872 2.1793 3.4287
C 1.1036 3.1616 4.4095
C 2.0449 4.1758 4.3566
C 2.9644 4.1969 3.3170
C 2.9774 3.1812 2.3745
C 2.2851 -0.7626 2.2898
C 2.5985 -1.9571 1.6427
C 2.4306 -3.1876 2.2649
C 1.9216 -3.2460 3.5508
C 1.7262 -2.0628 4.2488
C 1.9240 -0.8371 3.6333
C 5.6050 1.6751 -0.7649
C 6.1484 2.6448 0.0960
C 7.2617 3.3779 -0.2704
C 7.8878 3.1727 -1.4943
C 7.3823 2.1947 -2.3364
C 6.2681 1.4504 -1.9803
P 1.7838 0.8923 -1.4156
C 2.5668 2.7117 -1.4142
C 2.1138 3.6992 -0.5376
C 2.5152 5.0277 -0.6377
C 3.3854 5.4167 -1.6411
C 3.8383 4.4617 -2.5398
C 3.4318 3.1410 -2.4292
C 1.7546 0.8777 -3.3351
C 1.2651 1.9514 -4.0816
C 1.2594 1.9296 -5.4686
C 1.7444 0.8279 -6.1579
C 2.2512 -0.2414 -5.4402
C 2.2514 -0.2120 -4.0499
H 3.7779 -0.8277 -1.1300
H 4.0122 0.3459 -2.3991
H 4.5085 1.3549 1.6325
H 4.3291 -0.3020 1.1112
H 0.2903 1.4513 3.4333
H 0.3775 3.0870 5.2098
H 2.0605 4.9497 5.1149
H 3.6826 5.0042 3.2297
H 3.7062 3.2379 1.5790
H 2.9609 -1.9488 0.6200
H 2.6688 -4.0922 1.7181
H 1.6528 -4.1871 4.0112
H 1.3319 -2.0846 5.2569
H 1.7504 0.0470 4.2269
H 5.6889 2.8472 1.0525
H 7.6342 4.1345 0.4098
H 8.7543 3.7566 -1.7764
H 7.8567 1.9997 -3.2910
H 5.9123 0.6871 -2.6580
H 1.3919 3.4650 0.2365
H 2.1227 5.7464 0.0720
H 3.6988 6.4501 -1.7301
H 4.5123 4.7360 -3.3434
H 3.7938 2.4385 -3.1678
H 0.8828 2.8276 -3.5747
H 0.8501 2.7765 -6.0058
H 1.7246 0.8068 -7.2407
H 2.6351 -1.1182 -5.9478
H 2.6487 -1.0693 -3.5207
O -2.4550 -0.4922 -5.3002
C -1.8637 -0.3292 -4.2631
S -0.9169 -1.5871 -3.4722
C -0.3339 -0.6222 -2.1228
C -0.7771 0.6654 -2.0846
S -0.0946 1.9944 -1.1909
S -1.8998 1.1630 -3.3270
S 1.0641 -1.2855 -1.2848
Se -1.6676 -3.0930 4.8544
Sb -1.7612 -0.8063 4.0044
Se -0.9358 0.4629 5.9528
Se -3.9584 0.0592 4.6467
Se -0.8651 -0.3054 1.8695
*
```

Atom charges from the Löwdin analysis, given in e for atoms 1 to 8: 0.30, -0.11, -0.10, -0.29, -0.04, -0.05, -0.10, -0.41

---

How do the records compare in energy relative to the best compared isomer or geometry (same formula, charge and spin)? In the order shown, they have 8.7, 123.1, 26.8, 36.0, 1225.0 kJ/mol.
How do the records compare in largest force on an atom? In the order shown, they have 0.6, 1.1, 0.8, 0.3, 8.5 eV/A.